[1]
Density functional theory data (ωB97M-V with the def2-TZVPD basis set) for one molecule with the formula C5H6F2 at a distorted geometry.

```
13
Properties=species:S:1:pos:R:3:mulliken_charge:R:1
C -2.0183 -1.0434 0.6715 -0.642
C -1.1076 -0.6699 -0.2338 -0.394
C 0.3488 -0.4229 0.0254 1.130
F 0.5215 -0.2926 1.4006 -0.325
F 0.9610 -1.5546 -0.2921 -0.262
C 0.9513 0.7270 -0.7086 -0.458
C 1.6914 1.6356 -0.1315 -0.573
H -3.0947 -1.1521 0.4779 0.257
H -1.6997 -1.2965 1.6707 0.246
H -1.4430 -0.4592 -1.2428 0.250
H 0.8534 0.5600 -1.8035 0.247
H 2.1704 2.4296 -0.7523 0.240
H 1.8654 1.5387 0.9184 0.286
```

Molecular weight = 104.099 Da
Gap between HOMO and LUMO = 11.3 eV
Total energy = -10715.7591 eV
Highest occupied orbital energy = -10.3 eV

***

[2]
Density functional theory data (ωB97M-V with the def2-TZVPD basis set) for one molecule with the formula C5H6F2 at a distorted geometry.

```
13
Properties=species:S:1:pos:R:3:mulliken_charge:R:1
C -0.0320 1.0437 0.3330 -0.540
C 0.0133 2.1652 -0.2000 -0.695
C 0.6172 -0.2471 0.4802 0.909
C 2.0536 -0.3452 -0.0287 0.174
C -0.1651 -1.4952 -0.0374 -1.078
F 3.0260 -0.1734 0.9079 -0.227
F 2.2238 0.3677 -1.1651 -0.211
H 0.7685 2.4843 -0.8782 0.231
H -0.6421 3.0431 -0.1043 0.243
H 0.9799 -0.4097 1.5101 0.181
H 0.2138 -2.3556 0.5587 0.311
H 0.0428 -1.6202 -1.0851 0.328
H -1.1692 -1.3885 0.2502 0.374
```

Molecular weight = 104.099 Da
Gap between HOMO and LUMO (spin up / spin down) = 8.8 / 8.5 eV
Total energy = -10712.1787 eV
Highest occupied orbital energy (spin up / spin down) = -8.9 / -8.4 eV

***

[3]
Density functional theory data (ωB97M-V with the def2-TZVPD basis set) for one molecule with the formula C5H6F2N2O6 at a distorted geometry.

```
21
Properties=species:S:1:pos:R:3:mulliken_charge:R:1
C 3.3291 0.6110 -0.6739 -0.756
O 2.1801 0.6333 0.1806 -0.248
C 1.1519 0.0951 -0.3626 0.342
O 1.0137 -0.2928 -1.4682 -0.550
C -0.0821 -0.0489 0.8104 1.100
C -1.2917 -0.7622 0.1146 0.486
O -1.5103 -1.9446 0.2278 -0.550
O -1.9985 0.0720 -0.6303 -0.294
C -3.2453 -0.3555 -1.2210 -0.935
N 0.4942 -0.7454 1.9867 -0.098
F 1.1360 -1.8529 1.4596 -0.171
F -0.5032 -1.2726 2.8234 -0.166
N -0.2932 1.3950 1.2025 1.051
O -0.5816 1.5758 2.3528 -0.603
O -0.1692 2.2350 0.3482 -0.595
H 3.1524 0.0098 -1.6782 0.309
H 4.1599 0.3100 -0.2006 0.314
H 3.4623 1.7492 -1.0335 0.251
H -3.2048 -1.3724 -1.3847 0.423
H -3.1730 0.0029 -2.1624 0.357
H -4.0265 -0.0418 -0.6912 0.335
```

Molecular weight = 228.107 Da
Gap between HOMO and LUMO = 10.8 eV
Total energy = -25973.8113 eV
Highest occupied orbital energy = -11.1 eV

***

[4]
Density functional theory data (ωB97M-V with the def2-TZVPD basis set) for a 2-piece molecular cluster, C5H6F2O overall at a distorted geometry.

```
14
Properties=species:S:1:pos:R:3:mulliken_charge:R:1
O 1.7874 1.1042 -1.7808 -0.516
C 2.2761 1.1807 -0.5343 -0.149
C 2.4452 0.1680 0.2698 0.465
F 2.7928 0.1968 1.5819 -0.264
F 2.2367 -1.0711 -0.1206 -0.229
H 1.6378 0.1390 -2.0130 0.341
H 2.7972 2.1623 -0.3699 0.330
C -0.7711 0.1472 0.1378 -0.181
C -0.6843 -1.0458 0.0809 0.018
C -0.9872 -2.4710 -0.0903 -1.051
H -0.7937 1.0977 0.6318 0.369
H -0.7583 -2.7171 -1.1344 0.264
H -2.0129 -2.6419 0.0603 0.330
H -0.4343 -3.0254 0.6714 0.272
```

Molecular weight = 120.098 Da
Gap between HOMO and LUMO = 9.7 eV
Total energy = -12761.0145 eV
Highest occupied orbital energy = -8.9 eV